(1)
Formula: C26H58NO14
Source: the Open Molecules 2025 dataset
Level of theory: the ωB97M-V functional and the def2-TZVPD basis

Results
- net charge = -1
- HOMO level (eV) = -4.2
- LUMO level (eV) = 1.99
- multiplicity = 1
- M (g mol⁻¹) = 608.74
- E (eV) = -58050.8475

Last column: Löwdin charge in e.
Cartesian coordinates (Å):
C1 3.465 -1.438 5.710  -0.068
C2 2.616 -2.532 5.067  -0.286
O1 2.493 -2.276 3.689  -0.163
C3 1.356 -2.865 3.081  -0.186
C4 1.152 -2.265 1.688  -0.201
O2 1.000 -3.233 0.687  -0.168
N1 2.290 -3.800 0.395  0.009
C5 2.147 -4.557 -0.855  -0.214
C6 3.377 -4.353 -1.736  -0.193
O3 4.312 -5.405 -1.609  -0.182
C7 5.139 -5.624 -2.713  -0.131
C8 1.716 -6.059 -0.622  -0.685
O4 1.277 -6.290 0.520  -0.057
O5 1.854 -6.812 -1.612  -0.058
H1 2.892 -0.830 6.411  0.066
H2 3.837 -0.777 4.926  0.065
H3 4.326 -1.849 6.238  0.064
H4 1.620 -2.582 5.528  0.108
H5 3.079 -3.517 5.220  0.118
H6 1.478 -3.951 2.983  0.130
H7 0.483 -2.683 3.723  0.115
H8 0.226 -1.682 1.662  0.115
H9 1.999 -1.604 1.469  0.119
H10 2.395 -4.520 1.112  0.098
H11 1.300 -4.096 -1.372  0.130
H12 3.855 -3.415 -1.418  0.114
H13 3.067 -4.232 -2.782  0.112
H14 5.030 -6.660 -3.051  0.085
H15 4.888 -4.964 -3.552  0.076
H16 6.189 -5.448 -2.448  0.074
C9 -2.999 -4.412 -2.913  -0.113
O6 -2.988 -3.055 -2.527  -0.200
C10 -1.787 -2.669 -1.873  -0.193
C11 -1.361 -1.274 -2.260  -0.177
O7 -0.870 -1.150 -3.586  -0.118
C12 -1.799 -1.151 -4.648  -0.193
C13 -2.580 0.135 -4.805  -0.209
O8 -3.574 0.275 -3.809  -0.193
C14 -3.810 1.604 -3.415  -0.116
H17 -3.089 -5.081 -2.050  0.091
H18 -3.861 -4.556 -3.564  0.081
H19 -2.090 -4.680 -3.461  0.092
H20 -0.980 -3.372 -2.098  0.119
H21 -1.944 -2.686 -0.788  0.130
H22 -0.509 -1.024 -1.623  0.128
H23 -2.160 -0.554 -2.061  0.119
H24 -2.477 -2.006 -4.598  0.121
H25 -1.188 -1.254 -5.549  0.127
H26 -3.057 0.124 -5.796  0.124
H27 -1.884 0.982 -4.772  0.123
H28 -2.874 2.124 -3.180  0.088
H29 -4.427 1.576 -2.519  0.083
H30 -4.344 2.171 -4.188  0.084
C15 -9.520 0.640 -1.443  -0.113
O9 -9.391 2.011 -1.141  -0.196
C16 -8.186 2.341 -0.477  -0.204
C17 -7.634 3.669 -0.940  -0.185
O10 -7.092 3.657 -2.247  -0.126
C18 -7.972 3.614 -3.354  -0.185
C19 -8.730 4.895 -3.610  -0.206
O11 -9.769 5.089 -2.669  -0.194
C20 -10.013 6.439 -2.360  -0.119
H31 -9.702 0.041 -0.543  0.088
H32 -10.373 0.535 -2.111  0.087
H33 -8.627 0.255 -1.946  0.090
H34 -7.431 1.563 -0.642  0.125
H35 -8.371 2.411 0.603  0.127
H36 -6.782 3.894 -0.292  0.128
H37 -8.372 4.465 -0.813  0.120
H38 -8.658 2.765 -3.297  0.122
H39 -7.317 3.460 -4.215  0.127
H40 -9.159 4.838 -4.620  0.127
H41 -8.029 5.738 -3.586  0.125
H42 -9.087 6.964 -2.100  0.087
H43 -10.681 6.460 -1.500  0.087
H44 -10.494 6.969 -3.192  0.087
C21 6.830 -0.553 3.922  -0.104
O12 7.102 0.736 4.431  -0.195
C22 8.422 0.904 4.903  -0.212
C23 8.956 2.283 4.589  -0.189
O13 9.242 2.502 3.219  -0.123
C24 8.157 2.733 2.337  -0.183
C25 7.538 4.107 2.448  -0.206
O14 6.755 4.236 3.619  -0.193
C26 6.749 5.532 4.163  -0.120
H45 6.764 -1.296 4.724  0.087
H46 5.871 -0.508 3.409  0.088
H47 7.597 -0.866 3.206  0.090
H48 9.088 0.153 4.462  0.124
H49 8.442 0.776 5.995  0.126
H50 9.923 2.369 5.092  0.126
H51 8.293 3.053 4.992  0.120
H52 7.392 1.960 2.424  0.123
H53 8.596 2.667 1.339  0.128
H54 6.904 4.263 1.564  0.128
H55 8.333 4.863 2.436  0.123
H56 7.768 5.923 4.277  0.086
H57 6.285 5.470 5.146  0.087
H58 6.173 6.232 3.546  0.087

***

(2)
Formula: C26H58O34S7
Source: the Open Molecules 2025 dataset
Level of theory: the ωB97M-V functional and the def2-TZVPD basis

Results
- HOMO level (eV) = -9.0
- LUMO level (eV) = 0.17
- relative energy (zero: lowest compared OMol25 entry of this formula, charge and spin) (kcal per mole) = 3.44
- multiplicity = 1
- M (g mol⁻¹) = 1139.18
- E (eV) = -173351.8872

Last column: Löwdin charge in e.
Cartesian coordinates (Å):
C1 0.810 5.691 1.170  -0.081
O1 0.430 4.554 1.923  -0.195
C2 0.328 4.759 3.293  -0.250
C3 -0.142 3.543 3.931  -0.239
O2 -1.442 3.239 3.539  -0.168
C4 -1.647 2.484 2.357  -0.061
H1 1.152 5.310 0.229  0.059
H2 1.701 6.186 1.623  0.096
H3 -0.004 6.450 1.122  0.104
H4 -0.387 5.548 3.527  0.138
H5 1.294 4.981 3.713  0.127
H6 -0.100 3.689 5.014  0.139
H7 0.555 2.716 3.634  0.117
H8 -1.126 2.932 1.547  0.070
H9 -2.726 2.596 2.236  0.085
H10 -1.311 1.499 2.649  0.079
C5 6.034 0.441 -2.926  -0.075
O3 5.132 -0.037 -3.942  -0.184
C6 4.909 -1.429 -3.859  -0.219
C7 3.906 -1.945 -4.851  -0.227
O4 2.648 -1.803 -4.324  -0.189
C8 1.785 -0.845 -4.827  -0.096
H11 5.585 0.307 -1.941  0.050
H12 6.148 1.501 -3.040  0.081
H13 7.049 -0.060 -2.983  0.109
H14 4.540 -1.636 -2.835  0.120
H15 5.884 -1.867 -4.008  0.118
H16 4.133 -3.027 -4.894  0.121
H17 4.017 -1.561 -5.873  0.140
H18 1.296 -0.238 -4.019  0.102
H19 1.023 -1.296 -5.482  0.091
H20 2.386 -0.186 -5.429  0.078
C9 0.444 5.143 -2.592  -0.091
O5 -0.329 4.125 -1.960  -0.218
C10 -1.727 4.283 -2.193  -0.179
C11 -2.155 4.079 -3.670  -0.186
O6 -2.029 5.324 -4.332  -0.202
C12 -2.175 5.256 -5.692  -0.146
H21 0.088 6.145 -2.215  0.111
H22 0.248 5.088 -3.671  0.080
H23 1.451 4.834 -2.360  0.081
H24 -2.150 5.223 -1.788  0.138
H25 -2.160 3.472 -1.604  0.109
H26 -3.207 3.833 -3.603  0.114
H27 -1.548 3.293 -4.093  0.129
H28 -3.169 4.907 -5.968  0.082
H29 -1.449 4.554 -6.181  0.103
H30 -2.068 6.249 -6.119  0.089
C13 4.882 -4.537 -1.388  -0.135
C14 3.703 -4.677 -2.377  -0.143
O7 2.683 -5.146 -1.581  -0.178
S1 3.009 -5.592 -0.159  0.529
O8 2.796 -6.988 -0.105  -0.187
O9 2.435 -4.651 0.755  -0.211
O10 4.482 -5.277 -0.278  -0.167
H31 5.249 -3.513 -1.104  0.144
H32 5.731 -5.092 -1.797  0.132
H33 3.850 -5.374 -3.155  0.123
H34 3.422 -3.686 -2.800  0.118
C15 2.252 -1.414 6.195  -0.104
C16 2.425 -0.022 6.885  -0.181
O11 1.543 0.835 6.254  -0.173
S2 0.529 0.087 5.277  0.503
O12 0.969 0.352 3.980  -0.195
O13 -0.775 0.384 5.694  -0.184
O14 0.907 -1.334 5.672  -0.196
H35 2.238 -2.261 6.880  0.130
H36 2.877 -1.648 5.270  0.156
H37 3.481 0.315 6.850  0.142
H38 2.106 -0.170 7.928  0.132
C17 -4.769 1.265 -1.666  -0.175
C18 -6.102 0.515 -1.372  -0.086
O15 -6.323 0.730 0.076  -0.186
S3 -5.448 1.884 0.622  0.547
O16 -4.455 1.223 1.352  -0.224
O17 -6.188 2.884 1.248  -0.179
O18 -4.745 2.352 -0.768  -0.182
H39 -4.855 1.667 -2.666  0.127
H40 -3.913 0.590 -1.546  0.110
H41 -5.926 -0.540 -1.532  0.123
H42 -6.996 0.855 -1.923  0.136
C19 -3.293 -4.441 -0.133  -0.226
C20 -4.155 -5.296 -1.028  -0.141
O19 -3.300 -6.406 -1.352  -0.191
S4 -1.798 -5.999 -1.232  0.631
O20 -1.254 -5.870 -2.554  -0.222
O21 -1.298 -6.753 -0.136  -0.202
O22 -2.014 -4.454 -0.680  -0.196
H43 -3.315 -4.868 0.844  0.121
H44 -3.647 -3.388 -0.063  0.136
H45 -4.544 -4.789 -1.947  0.146
H46 -4.979 -5.801 -0.514  0.138
C21 -3.754 -1.030 4.948  -0.158
C22 -3.669 -0.684 3.518  -0.146
O23 -3.371 -1.950 2.868  -0.168
S5 -2.335 -2.687 3.757  0.536
O24 -1.057 -2.127 3.547  -0.209
O25 -2.578 -4.054 3.797  -0.187
O26 -2.834 -2.114 5.165  -0.178
H47 -4.733 -1.410 5.244  0.134
H48 -3.501 -0.196 5.605  0.135
H49 -2.998 0.089 3.289  0.098
H50 -4.666 -0.438 3.148  0.130
C23 0.203 -2.373 0.678  -0.122
C24 0.722 -2.387 -0.683  -0.155
O27 0.034 -1.312 -1.428  -0.180
S6 -1.171 -0.702 -0.497  0.607
O28 -2.402 -1.348 -0.856  -0.236
O29 -1.058 0.725 -0.563  -0.235
O30 -0.715 -1.195 0.927  -0.211
H51 1.130 -2.519 1.304  0.153
H52 -0.509 -3.156 0.897  0.115
H53 0.532 -3.272 -1.262  0.120
H54 1.821 -2.239 -0.723  0.123
C25 1.936 1.783 -0.356  -0.134
C26 1.572 1.177 1.010  -0.113
O31 2.829 0.567 1.488  -0.200
S7 3.839 0.369 0.243  0.538
O32 3.983 -1.000 0.059  -0.219
O33 4.835 1.352 0.413  -0.209
O34 2.894 0.853 -0.935  -0.201
H55 2.403 2.764 -0.340  0.124
H56 1.048 1.844 -1.040  0.127
H57 0.828 0.389 0.927  0.089
H58 1.341 2.022 1.686  0.119

***

Number 1: gap between HOMO and LUMO 6.1953 eV. Number 2: gap between HOMO and LUMO 9.2016 eV.